1.
{"formula": "C4H8O3", "method": "ωB97M-V/def2-TZVPD", "total_charge": 0, "de_lowest_kcal_mol": 106.1, "lumo_energy_ev": 0.41, "species": ["O", "C", "C", "C", "O", "C", "O", "H", "H", "H", "H", "H", "H", "H", "H"], "positions_angstrom": [[1.141538, 0.266681, 2.008361], [0.125411, 0.812605, 1.203322], [-0.260144, -0.095181, 0.036354], [-0.943764, 0.584393, -1.132094], [-1.187314, -0.337954, -2.164561], [1.341327, -1.874348, -0.110928], [0.925910, -0.712861, -0.538732], [1.930929, 0.167357, 1.459510], [-0.754912, 0.893911, 1.843992], [0.377795, 1.826536, 0.861195], [-1.910437, 0.974037, -0.802638], [-0.327233, 1.430295, -1.475079], [-0.333084, -0.740833, -2.378598], [-0.869501, -0.929380, 0.389884], [0.709214, -2.117195, 0.789466]], "forces_ev_per_a": [[0.178, -0.095, -0.139], [-0.271, 0.220, -0.072], [-0.158, -0.118, 0.111], [-0.034, 0.271, 0.273], [0.142, -0.074, -0.103], [0.125, 0.452, 0.267], [0.248, -0.462, 0.062], [-0.019, 0.040, 0.187], [0.034, 0.109, -0.040], [0.072, -0.167, -0.070], [0.070, 0.018, -0.073], [-0.090, -0.129, 0.035], [-0.234, 0.036, -0.107], [-0.046, 0.064, 0.043], [-0.017, -0.165, -0.374]]}



2.
{"formula": "C3H2FNaO3", "method": "ωB97M-V/def2-TZVPD", "total_charge": 0, "de_lowest_kcal_mol": 1.4, "lumo_energy_ev": -0.64, "species": ["O", "C", "C", "H", "H", "F", "Na", "O", "O", "C"], "positions_angstrom": [[1.696719, 0.531465, 0.895812], [1.078311, -0.534479, 0.632447], [0.236841, -0.722106, -0.489129], [1.017725, -1.349442, 1.381633], [-0.083544, -1.709700, -0.821541], [0.618974, 0.087001, -1.567967], [0.914733, 2.195383, -0.467421], [-2.490546, -0.375941, 0.456879], [-1.327088, 1.513291, -0.060926], [-1.662128, 0.364527, 0.040216]], "forces_ev_per_a": [[-0.150, -0.696, -0.489], [-0.792, 0.638, 0.393], [-0.074, 0.009, 0.133], [0.115, 0.265, -0.074], [0.204, 0.267, 0.065], [-0.110, 0.338, -0.278], [-0.219, -0.573, 0.190], [0.866, -0.087, -1.011], [0.657, -0.095, -0.835], [-0.497, -0.065, 1.906]]}



3.
{"formula": "C3H5NO2S", "method": "ωB97M-V/def2-TZVPD", "total_charge": 0, "de_lowest_kcal_mol": 54.0, "smiles": "C=NOCC(=O)S", "lumo_energy_ev": 0.72, "species": ["C", "N", "O", "C", "C", "O", "S", "H", "H", "H", "H", "H"], "positions_angstrom": [[-2.374326, 0.665327, -0.271486], [-1.404345, -0.102548, -0.499437], [-0.668169, -0.356892, 0.662330], [0.478403, -1.103307, 0.339150], [1.661546, -0.231769, -0.073576], [2.681436, -0.716875, -0.486195], [1.414520, 1.520599, 0.161569], [-2.541627, 1.078890, 0.751427], [-2.993463, 0.869781, -1.109340], [0.798903, -1.617506, 1.243975], [0.273998, -1.815139, -0.447300], [2.673119, 1.809443, -0.271113]], "forces_ev_per_a": [[0.323, 0.190, 1.473], [0.328, -0.345, -0.078], [-0.189, 0.133, 0.053], [0.297, 0.485, 0.160], [0.235, -0.241, -0.210], [-0.254, 0.167, 0.105], [0.450, 0.028, -0.161], [-0.054, -0.261, -0.915], [-0.523, 0.308, -0.437], [-0.116, -0.113, 0.050], [-0.002, -0.221, -0.212], [-0.497, -0.129, 0.171]]}



4.
{"formula": "C19H32IN2O9S", "method": "ωB97M-V/def2-TZVPD", "total_charge": -1, "lumo_energy_ev": 0.30, "species": ["C", "C", "N", "I", "C", "C", "C", "C", "C", "C", "O", "O", "C", "O", "O", "O", "C", "S", "C", "C", "C", "C", "C", "N", "C", "C", "C", "O", "H", "H", "H", "H", "H", "H", "H", "H", "H", "H", "H", "H", "H", "H", "H", "H", "H", "H", "H", "H", "H", "H", "H", "H", "H", "H", "H", "H", "H", "H", "H", "C", "O", "O", "O", "H"], "positions_angstrom": [[-2.034517, -3.595398, -2.689823], [-1.765695, -2.486573, -1.693795], [-0.849797, -1.382187, -2.148697], [-1.491603, -0.818189, -4.110881], [0.574985, -1.859728, -2.296171], [1.531921, -1.312963, -1.253390], [2.976478, -1.426715, -1.744139], [3.904310, -1.328643, -0.549108], [5.327167, -0.843295, -0.952078], [5.570009, 0.577281, -0.535344], [5.760657, 1.457829, -1.340515], [5.618965, 0.837335, 0.795848], [1.419521, -2.250964, 0.018102], [1.432385, -3.485309, -0.232634], [1.356231, -1.689993, 1.087035], [1.343704, 0.052778, -0.897832], [0.287356, 0.679276, -1.582190], [0.001232, 2.367854, -0.999161], [-0.980276, -0.124540, -1.315690], [-1.186868, -0.368291, 0.180288], [-2.596832, 0.027693, 0.687144], [-2.605564, 1.272633, 1.538029], [-1.740980, 1.179740, 2.802512], [-0.563256, 2.061943, 2.646925], [-0.915495, 3.468667, 2.925281], [0.533609, 1.611119, 3.447279], [0.415189, 1.617841, 4.970846], [1.578220, 1.254593, 2.948559], [-1.185642, -3.832875, -3.313805], [-2.926665, -3.436979, -3.273278], [-2.224590, -4.489686, -2.105065], [-1.246590, -2.941229, -0.857038], [-2.683106, -2.071910, -1.299571], [0.935736, -1.575206, -3.273365], [0.613613, -2.939636, -2.236780], [3.178587, -0.541711, -2.345384], [3.146166, -2.335093, -2.310947], [4.019613, -2.284113, -0.064053], [3.496919, -0.614451, 0.151704], [5.480187, -0.954680, -2.014987], [6.065159, -1.441189, -0.425769], [4.857016, 0.416829, 1.218397], [0.533971, 0.767977, -2.641457], [1.252521, 2.853762, -0.963801], [-1.836345, 0.447354, -1.679759], [-0.930833, -1.364302, 0.508820], [-0.481322, 0.282305, 0.680293], [-2.975393, -0.817524, 1.262396], [-3.261574, 0.143864, -0.158371], [-3.639585, 1.522074, 1.755620], [-2.213376, 2.076968, 0.929399], [-2.295142, 1.410940, 3.715866], [-1.346231, 0.170028, 2.889493], [-1.957530, 3.518169, 3.211823], [-0.289307, 3.857532, 3.721849], [-0.738234, 4.097417, 2.059430], [1.197262, 1.007552, 5.392624], [0.592888, 2.638485, 5.299489], [-0.571553, 1.325251, 5.313795], [-4.683775, 1.832128, -1.671318], [-5.163354, 1.225613, -0.681931], [-5.670467, 2.422930, -2.491758], [-3.509336, 1.985222, -2.032725], [-6.440741, 2.144391, -1.976233]], "forces_ev_per_a": [[-0.125, -0.244, 0.439], [0.407, -0.509, 0.549], [-0.754, -0.167, -1.161], [-0.162, 0.189, 0.055], [0.556, 0.473, -0.425], [0.049, -0.868, 0.710], [-0.234, 0.503, 0.359], [1.248, 0.126, -0.365], [-0.439, -0.321, 0.730], [0.137, 0.680, -1.422], [0.185, -0.237, 0.592], [-0.366, 0.151, -0.031], [-0.155, -0.813, -0.724], [-0.079, 0.119, -0.581], [0.068, 0.772, 1.672], [0.068, 0.292, -0.201], [0.606, -0.035, 0.337], [-0.393, 0.359, 0.199], [-0.168, 0.806, 0.237], [-0.394, 0.533, 0.425], [0.439, -1.068, -0.361], [-0.234, 0.155, 0.025], [0.556, -0.049, -0.718], [-0.239, 0.097, 0.638], [0.482, -0.531, -0.243], [1.178, -0.396, -0.090], [-0.186, 0.338, -0.498], [-0.798, 0.367, 0.166], [0.208, 0.072, -0.277], [-0.106, 0.260, -0.427], [-0.021, -0.192, 0.158], [0.249, 0.102, 0.241], [-0.172, 0.442, -0.135], [-0.079, 0.182, -0.332], [-0.088, -0.184, 0.252], [-0.125, -0.012, -0.503], [0.056, -0.195, -0.120], [-0.348, -0.287, 0.303], [-0.423, -0.026, 0.337], [0.150, 0.175, -0.260], [0.186, -0.187, 0.022], [0.164, -0.240, 0.240], [-0.164, -0.211, -0.230], [0.132, -0.503, -0.163], [-0.239, -0.129, -0.203], [0.214, -0.152, -0.125], [0.454, -0.093, 0.117], [-0.210, -0.073, 0.196], [-0.388, 0.268, 0.008], [-0.167, 0.048, 0.120], [-0.005, 0.356, -0.134], [-0.153, 0.050, 0.121], [-0.045, -0.261, 0.134], [-0.259, 0.280, 0.126], [-0.035, 0.207, 0.265], [-0.102, 0.041, -0.268], [0.093, -0.303, 0.072], [-0.052, 0.177, 0.151], [-0.112, -0.106, 0.077], [-0.118, -0.137, 0.208], [0.170, 0.092, -0.218], [0.111, -0.219, 0.330], [0.169, -0.191, -0.088], [-0.197, 0.225, -0.309]]}



| no. | electronic energy (a.u.) | E_HOMO (eV) | maximum force (hartree/bohr) |
| --- | --- | --- | --- |
| 1 | -382.7958 | -8.929 | 0.010 |
| 2 | -603.4242 | -8.159 | 0.038 |
| 3 | -720.6604 | -9.732 | 0.030 |
| 4 | -2225.7496 | -5.490 | 0.036 |